Formula: C20H23ClN2W
Source: the Open Molecules 2025 dataset
Level of theory: ωB97M-V/def2-TZVPD

Properties
**HOMO level (alpha / beta)**: -14.448 / -14.662 eV
**Total charge**: +2
**Spin multiplicity**: 3
**Relative energy (zero: lowest compared OMol25 entry of this formula, charge and spin)**: 0.0 kcal per mole
**E**: -38423.8997 eV
**Kohn-Sham gap (alpha / beta)**: 6.4 / 6.7 eV

The geometry in XYZ format:
```
47
C20H23ClN2W ωB97M-V/def2-TZVPD
C -0.9301 1.6234 -5.4135
C -0.1168 0.1270 6.0835
H -0.0708 -0.9071 -6.8201
H 1.9243 1.4487 -6.4028
C -1.6684 -0.6313 1.6284
C 1.4513 -1.1374 1.8761
H 1.4279 -1.0084 2.9467
H -2.3763 1.6510 4.0727
C 2.2102 -0.3529 0.9679
H 1.7529 1.5767 3.6044
H 0.7366 -1.3796 -5.3181
Cl 0.1168 0.1079 -2.4643
C -1.4095 1.3156 4.4555
H -2.4635 1.5032 -0.8376
H 2.7396 -0.7065 -1.1953
C -0.0507 -0.7336 -5.7302
C 2.1470 -0.9594 -0.3293
H -1.0173 -1.0736 -5.3347
H -1.4450 1.5730 1.7213
C 1.0377 0.4942 5.3716
H 0.3240 -3.0628 1.5771
H 1.6475 2.0998 -4.7805
C 0.8500 -2.2088 1.1464
H 1.1392 -2.8854 -0.9857
H -1.1579 1.9856 -6.4298
C -2.1716 0.6591 -0.2324
C 2.3459 0.0717 5.7970
H -1.5361 -0.8869 2.6714
H -1.8475 1.1591 -5.0247
C -1.3539 0.5530 5.6394
C 1.2875 -2.1273 -0.2310
C 0.1915 0.6757 -5.4079
H -2.2799 0.3062 6.1438
N 3.4101 -0.2700 6.1494
C -2.3694 -0.7186 -0.5873
C -1.6765 0.7028 1.1160
H -0.0376 -0.4741 6.9935
W -0.2187 -0.4850 -0.1519
N -0.3252 1.6340 3.7639
H -2.1684 -2.5943 0.6325
H 2.7883 0.5304 1.2369
C 0.8800 1.2693 4.2044
H 2.2685 0.4421 -4.9887
C -2.0385 -1.5230 0.5601
H -0.7072 2.5091 -4.7998
C 1.5693 1.1887 -5.3930
H -2.8092 -1.0809 -1.5012
```